Record 1
# CH8NO2

A cluster of 3 separate species, CH8NO2 in total (wB97M-V/def2-TZVPD, OMol25).

Values from the calculation:
- Total charge: +1
- Spin multiplicity: 1
- Max |F|: 2.4 eV Å⁻¹
- Gap between HOMO and LUMO: 10.54 eV
- Highest occupied orbital energy: -15.81 eV
- LUMO: -5.27 eV
- Electronic energy: -247.8484 Ha

The geometry in XYZ format:
```
12
CH8NO2 wB97M-V/def2-TZVPD
O -0.345 -1.182 -2.028
O -1.293 1.689 1.948
N 0.759 0.393 -0.020
C 1.037 -0.812 0.234
H -1.994 2.354 1.961
H -0.600 2.087 2.490
H 1.658 -1.372 -0.464
H -0.534 -2.096 -1.793
H -0.431 -1.206 -2.989
H 0.208 0.956 0.586
H 0.692 0.675 -0.988
H 0.843 -1.487 1.065
```

---

Record 2
# C17H24N6O3

The molecule C17H24N6O3 (wB97M-V/def2-TZVPD, OMol25).

Values from the calculation:
- Total charge: 0
- Spin multiplicity: 1
- Max |F|: 5.7 eV Å⁻¹
- Gap between HOMO and LUMO: 8.46 eV
- Highest occupied orbital energy: -8.13 eV
- LUMO: 0.33 eV
- SMILES string: [H]/N=C(/N)NCCC[C@H](N)C(=O)N[C@@H](Cc1c[nH]c2ccccc12)C(=O)O
- Electronic energy: -1216.3941 Ha

The geometry in XYZ format:
```
50
C17H24N6O3 wB97M-V/def2-TZVPD
O -1.226 3.048 0.527
O -1.198 -0.667 -0.764
O 0.719 3.824 -0.222
N -6.463 -0.045 -1.960
N -4.425 0.017 -0.677
N -4.383 -0.331 -2.957
N 3.631 -2.105 -0.738
N -0.744 -1.025 2.897
N 0.132 0.505 0.817
C -0.699 -0.505 0.359
C 4.028 0.126 -0.611
C -0.073 2.844 0.250
C 4.895 1.301 -0.385
C 2.385 -1.392 -0.915
C 6.223 1.033 -0.102
C 1.647 1.035 -0.992
C -1.208 -1.433 1.562
C -4.811 0.118 0.634
C -5.204 -0.126 -1.823
C 2.712 0.006 -0.817
C 0.841 1.534 0.255
C 6.857 -0.180 -0.426
C 4.687 -1.164 -0.666
C 6.105 -1.345 -0.624
C -2.769 -1.386 1.346
C -3.584 0.030 1.578
H 6.738 1.949 0.059
H -4.940 -0.620 -3.756
H 3.651 -3.142 -0.829
H -5.515 -0.688 1.101
H 2.098 1.801 -1.621
H -6.816 0.311 -1.034
H -5.304 1.088 0.769
H -3.157 -2.076 2.034
H -3.933 0.087 2.650
H -3.462 0.141 -0.875
H 4.523 2.229 0.091
H -3.510 -0.867 -2.736
H 0.862 0.505 -1.635
H 0.427 0.141 1.687
H 1.314 -1.702 -1.283
H -0.634 -1.794 3.548
H -0.762 -2.479 1.452
H 7.942 -0.323 -0.434
H 1.659 1.827 0.922
H -2.963 0.883 1.443
H 6.496 -2.399 -0.804
H 1.600 3.548 0.029
H -1.337 -0.375 3.310
H -3.054 -1.761 0.369
```

---

Record 3
# C31H27N4O6PSW

A structure of composition C31H27N4O6PSW (wB97M-V/def2-TZVPD, OMol25).

Values from the calculation:
- Total charge: 0
- Spin multiplicity: 1
- Max |F|: 3.9 eV Å⁻¹
- Gap between HOMO and LUMO: 6.96 eV
- Highest occupied orbital energy: -7.48 eV
- LUMO: -0.51 eV
- Electronic energy: -2674.4631 Ha

The geometry in XYZ format:
```
71
C31H27N4O6PSW wB97M-V/def2-TZVPD
W 1.141 0.080 0.694
S -1.138 2.387 1.541
P -0.135 1.318 -1.409
O 2.397 -2.745 0.163
O 3.546 1.942 -0.424
O 2.021 0.260 -0.874
O 1.579 1.805 0.805
O 1.517 -2.449 -2.533
O 0.437 -1.685 0.826
N 2.885 -0.787 1.437
N 0.292 1.074 3.543
N -2.051 0.889 3.774
N 1.214 0.252 2.997
C -1.437 2.321 -2.223
C 1.368 2.396 -1.540
C -0.936 0.543 1.516
C -3.079 0.290 0.177
C 4.866 -2.562 2.321
C 2.347 1.702 -0.530
C 1.220 -2.175 -0.200
C 0.769 -2.108 -1.473
C 4.055 -1.835 3.254
C 2.559 0.084 5.058
C -0.545 -1.428 -1.863
C 0.944 -1.909 -3.781
C 0.010 -0.145 -2.512
C -3.454 3.875 -3.362
C 0.765 -0.417 -3.569
C -2.798 4.315 -2.221
C -0.964 1.078 2.893
C 4.621 -2.484 1.008
C -4.264 -1.807 0.182
C 3.116 -0.984 2.771
C -2.143 -0.218 1.075
C -2.303 -1.526 1.545
C -2.105 1.882 -3.364
C -0.410 -2.551 -3.945
C -1.190 -2.309 -2.903
C -4.126 -0.504 -0.270
C 2.245 -0.180 3.624
C -3.352 -2.312 1.101
C -1.799 3.543 -1.652
C 3.451 -1.721 0.509
C -3.105 2.660 -3.930
H -1.174 -1.250 -1.000
H -2.907 0.755 3.252
H 4.211 -1.945 4.316
H -3.611 2.312 -4.822
H 5.239 -2.972 0.269
H 3.407 0.765 5.129
H -4.239 4.475 -3.804
H -1.838 0.932 -3.808
H -2.987 1.314 -0.161
H -2.170 1.674 4.399
H 1.813 2.409 -2.532
H 1.656 -2.159 -4.559
H 3.675 -1.212 -0.426
H 5.701 -3.142 2.693
H -1.581 -1.916 2.249
H 1.320 0.301 -4.158
H -3.066 5.263 -1.772
H -1.300 3.882 -0.753
H 1.136 3.408 -1.213
H -4.841 -0.096 -0.974
H -3.454 -3.326 1.469
H 1.718 0.518 5.595
H 2.831 -0.846 5.553
H -2.183 -2.703 -2.743
H -5.083 -2.424 -0.165
H -0.650 -3.182 -4.788
H 0.346 1.308 4.519
```

---

Record 4
# C34H68ClN4O3S

A cluster of 3 separate species, C34H68ClN4O3S in total (wB97M-V/def2-TZVPD, OMol25).

Values from the calculation:
- Total charge: +1
- Spin multiplicity: 1
- Max |F|: 2.0 eV Å⁻¹
- Gap between HOMO and LUMO: 8.75 eV
- Highest occupied orbital energy: -11.12 eV
- LUMO: -2.37 eV
- Electronic energy: -2639.1090 Ha

The geometry in XYZ format:
```
111
C34H68ClN4O3S wB97M-V/def2-TZVPD
Cl -1.072 -1.549 -1.255
S -4.685 2.800 -3.339
O -1.628 0.904 -0.826
O 0.212 3.488 -0.562
O 7.226 2.750 1.493
N -1.482 -1.230 1.665
N 1.443 -0.792 0.327
N 0.829 1.556 0.751
N 0.057 5.635 2.714
C -1.280 -4.527 5.193
C -3.927 2.862 -0.663
C -0.234 2.621 0.445
C -2.491 -0.586 -4.692
C -1.554 -5.778 4.356
C -0.423 -0.261 1.776
C 1.416 -2.128 0.882
C 0.354 0.111 0.477
C -0.355 -6.297 3.563
C -1.458 4.129 3.685
C -3.714 -0.682 -7.567
C 2.570 -2.937 0.277
C -2.408 3.148 -0.748
C -1.635 2.059 0.014
C -0.416 -5.726 7.272
C -2.573 -1.300 -8.374
C 2.214 1.871 0.291
C 2.850 3.101 0.999
C -0.480 0.100 -0.833
C -2.035 -0.380 -9.466
C 0.155 -5.299 2.529
C -3.344 0.583 -6.791
C 8.371 2.020 1.118
C -0.781 5.313 3.693
C 0.373 0.524 -2.070
C 4.385 2.935 0.966
C 0.179 4.755 1.731
C 5.020 2.727 2.354
C -1.311 3.223 2.679
C -4.495 1.947 -1.747
C -2.191 0.416 -5.803
C 6.308 1.945 2.203
C -0.449 3.542 1.645
C -0.148 -4.663 6.211
H -4.400 3.829 -0.820
H -1.332 -5.503 7.823
H 1.608 -2.128 1.956
H -2.281 4.102 -0.252
H 3.483 -2.608 0.767
H -5.516 1.711 -1.457
H 0.459 -6.575 4.236
H 6.110 1.059 1.585
H -1.245 -0.876 -10.031
H -1.984 1.391 -5.346
H -2.371 -5.559 3.662
H -2.113 3.184 -1.790
H -0.048 1.435 -2.484
H -1.614 0.538 -9.052
H -0.632 -5.040 1.815
H 4.792 3.859 0.571
H -0.653 -7.213 3.048
H 0.990 -5.722 1.968
H -0.013 -3.699 6.708
H -1.277 0.123 -6.326
H -2.390 -0.852 1.878
H -1.056 -3.684 4.528
H 0.922 1.601 1.770
H 0.500 -2.696 0.732
H -0.910 0.657 2.108
H 9.221 2.687 1.026
H -2.826 -0.106 -10.167
H 2.283 2.077 -0.769
H 2.444 -3.986 0.519
H 0.438 3.000 -1.365
H 2.626 3.951 0.367
H 5.335 3.709 2.698
H -4.105 -1.434 -6.875
H 6.737 1.648 3.163
H 0.796 -4.881 5.703
H -1.919 -6.578 5.005
H -3.976 1.000 -1.850
H 8.614 1.253 1.854
H -3.374 -0.286 -4.124
H 0.508 -4.379 3.001
H -2.939 -2.218 -8.840
H -0.516 -6.719 6.833
H 0.852 5.030 0.934
H 2.472 3.219 2.011
H -1.321 -2.068 2.203
H 0.274 -0.467 2.586
H -4.230 0.929 -6.248
H -2.277 1.828 0.856
H 4.694 2.165 0.260
H 0.405 -5.767 7.989
H -2.663 -1.588 -5.086
H -3.472 2.651 -3.897
H -1.652 -0.649 -4.000
H 2.902 1.069 0.517
H -4.538 -0.442 -8.244
H -2.200 -4.254 5.719
H -1.878 2.307 2.682
H 2.638 -2.769 -0.793
H -4.215 2.556 0.343
H -2.140 3.909 4.494
H 2.037 -0.656 -0.472
H -0.925 6.012 4.504
H 0.291 -0.202 -2.864
H -3.093 1.382 -7.493
H 4.356 2.256 3.075
H 8.234 1.522 0.153
H -1.755 -1.600 -7.711
H 1.437 0.622 -1.866
```

---

Record 5
# C8H19N

The molecule C8H19N (wB97M-V/def2-TZVPD, OMol25).

Values from the calculation:
- Total charge: 0
- Spin multiplicity: 1
- Max |F|: 0.5 eV Å⁻¹
- Gap between HOMO and LUMO: 10.01 eV
- Highest occupied orbital energy: -9.21 eV
- LUMO: 0.80 eV
- SMILES string: CC(C)(C)C(C)(C)CN
- Electronic energy: -370.9680 Ha

The geometry in XYZ format:
```
28
C8H19N wB97M-V/def2-TZVPD
N -2.268 -1.702 -0.871
C 0.972 0.337 0.097
C -0.861 -1.315 -0.771
C 1.367 1.216 1.308
C 1.362 1.127 -1.176
C -1.454 1.129 -0.414
C -0.591 -0.048 0.109
C 1.882 -0.914 0.144
C -1.079 -0.355 1.550
H 1.064 0.600 -2.088
H -2.735 -1.109 -1.558
H -2.524 0.945 -0.263
H 1.629 -1.568 0.984
H 0.905 2.122 -1.190
H -1.020 0.530 2.193
H -2.333 -2.653 -1.231
H -0.338 -2.175 -0.339
H 2.937 -0.632 0.254
H -0.491 -1.154 2.011
H 1.297 0.660 2.250
H 1.815 -1.498 -0.781
H 2.446 1.282 -1.227
H -1.308 1.288 -1.488
H 2.405 1.558 1.226
H -0.468 -1.173 -1.784
H -2.129 -0.667 1.564
H 0.736 2.107 1.388
H -1.218 2.063 0.104
```

---

Record 6
# CH9O3S

A cluster of 4 separate species, CH9O3S in total (wB97M-V/def2-TZVPD, OMol25).

Values from the calculation:
- Total charge: -1
- Spin multiplicity: 1
- Max |F|: 10.0 eV Å⁻¹
- Gap between HOMO and LUMO: 7.18 eV
- Highest occupied orbital energy: -3.23 eV
- LUMO: 3.96 eV
- Electronic energy: -667.3983 Ha

The geometry in XYZ format:
```
14
CH9O3S wB97M-V/def2-TZVPD
S 1.100 0.306 -1.894
O 0.822 1.412 1.162
O -2.290 1.638 0.721
O 1.133 -1.577 1.124
C -0.310 -0.811 -1.426
H 1.643 1.219 1.174
H -1.883 1.020 1.350
H 0.786 1.170 0.213
H -1.649 1.258 -0.050
H -1.189 -0.785 -2.042
H -0.048 -1.899 -1.408
H 1.197 -0.649 1.204
H -0.708 -0.390 -0.454
H 1.395 -1.912 0.325
```

---

Record 7
# C3H8N4

The molecule C3H8N4 (wB97M-V/def2-TZVPD, OMol25).

Values from the calculation:
- Total charge: 0
- Spin multiplicity: 1
- Max |F|: 1.6 eV Å⁻¹
- Gap between HOMO and LUMO: 10.18 eV
- Highest occupied orbital energy: -9.24 eV
- LUMO: 0.94 eV
- SMILES string: [H]/N=C(\N)C/C=N\N
- Electronic energy: -338.0967 Ha

The geometry in XYZ format:
```
15
C3H8N4 wB97M-V/def2-TZVPD
N 2.513 -0.377 -0.063
N -1.934 -0.311 -0.509
N -2.001 0.790 0.297
N 0.897 1.364 -0.151
C 0.259 -0.914 0.564
C -0.932 -1.082 -0.357
C 1.311 0.082 0.042
H 3.143 0.333 -0.403
H -0.843 -1.937 -1.044
H -1.632 0.644 1.243
H -2.984 1.078 0.328
H -0.130 1.534 -0.213
H 1.505 1.943 -0.690
H 0.816 -1.849 0.687
H -0.025 -0.522 1.581
```

---

Record 8
# CH5IOSi

A cluster of 2 separate species, CH5IOSi in total (wB97M-V/def2-TZVPD, OMol25).

Values from the calculation:
- Total charge: 0
- Spin multiplicity: 3
- Max |F|: 6.0 eV Å⁻¹
- Gap between HOMO and LUMO (alpha / beta): 5.37 / 8.13 eV
- Highest occupied orbital energy (alpha / beta): -4.99 / -10.18 eV
- LUMO (alpha / beta): 0.39 / -2.06 eV
- ⟨S²⟩: 2.006
- Electronic energy: -703.3590 Ha

The geometry in XYZ format:
```
9
CH5IOSi wB97M-V/def2-TZVPD
I 0.214 2.407 1.628
Si -0.696 -0.389 -0.703
O -1.710 -0.606 0.586
C 0.950 -0.859 -0.684
H -1.451 -0.419 1.475
H 1.226 1.490 0.754
H -1.663 0.093 -1.589
H 1.497 -1.409 0.061
H 1.634 -0.309 -1.529
```

---

Record 9
# N2O2

A cluster of 2 separate species, N2O2 in total (wB97M-V/def2-TZVPD, OMol25).

Values from the calculation:
- Total charge: 0
- Spin multiplicity: 1
- Max |F|: 3.1 eV Å⁻¹
- Gap between HOMO and LUMO (alpha / beta): 7.20 / 7.20 eV
- Highest occupied orbital energy (alpha / beta): -7.67 / -7.67 eV
- LUMO (alpha / beta): -0.46 / -0.46 eV
- Electronic energy: -259.8021 Ha

The geometry in XYZ format:
```
4
N2O2 wB97M-V/def2-TZVPD
O 0.891 -0.320 0.882
O -0.559 1.143 -0.154
N 0.476 -1.230 0.292
N -0.808 0.407 -1.020
```

---

Record 10
# C57H89N5O8

A cluster of 13 separate species, C57H89N5O8 in total (wB97M-V/def2-TZVPD, OMol25).

Values from the calculation:
- Total charge: 0
- Spin multiplicity: 1
- Max |F|: 3.1 eV Å⁻¹
- Gap between HOMO and LUMO: 9.74 eV
- Highest occupied orbital energy: -9.21 eV
- LUMO: 0.53 eV
- Electronic energy: -3100.7846 Ha

The geometry in XYZ format:
```
159
C57H89N5O8 wB97M-V/def2-TZVPD
O -1.716 0.755 0.120
O 5.274 1.196 0.931
O -1.972 4.333 -4.010
O 2.548 2.072 -5.074
O -4.308 3.386 2.376
O -1.785 0.541 -6.113
O 3.262 4.645 1.060
O 1.595 -5.476 3.103
N -4.602 -2.047 -0.035
N 5.411 -1.404 -2.780
N -2.101 -2.815 4.283
N 1.506 1.049 4.632
N -0.029 -4.258 -2.703
C -5.211 -2.704 0.947
C 4.381 -3.524 -3.129
C -2.213 -3.351 -2.160
C 4.761 -0.414 2.494
C -0.537 -5.473 -2.473
C -2.712 -1.626 -5.742
C 5.367 -2.595 -3.377
C 5.805 -0.959 1.524
C -3.543 3.815 -2.334
C -1.474 -1.721 -6.617
C -5.737 -2.042 2.052
C 4.472 -1.046 -1.923
C -2.664 3.207 -4.509
C -1.851 -5.711 -2.103
C 1.389 2.112 -4.258
C 0.458 -0.160 0.124
C -1.107 -0.270 -7.037
C 3.395 -1.913 -1.669
C -0.918 -3.256 -2.635
C 3.347 1.893 5.881
C -3.160 3.570 1.574
C 3.370 -3.159 -2.242
C 1.149 4.875 0.071
C -3.617 -4.542 4.985
C -3.950 3.434 3.770
C 2.522 -3.539 4.122
C 4.283 0.923 1.879
C 3.439 4.739 -0.374
C 2.839 3.175 5.748
C 2.112 -4.983 4.336
C 1.696 3.418 4.991
C -3.049 -1.904 4.541
C -4.323 -2.261 4.943
C 6.401 0.342 0.881
C -1.508 -0.003 1.314
C 1.264 0.655 -3.705
C -5.580 -0.679 2.188
C -2.378 -4.087 4.515
C -2.539 2.850 3.765
C 1.773 -4.531 2.079
C -4.883 -0.011 1.197
C -2.551 -0.199 -5.173
C -0.610 0.509 -0.763
C -4.576 -3.590 5.244
C 2.932 0.761 -5.459
C 2.192 5.546 -0.800
C 1.035 2.288 4.534
C -2.111 4.358 -2.578
C -4.399 -0.743 0.129
C 1.890 4.456 1.350
C 2.647 0.854 5.279
C 1.982 -3.148 2.750
C -3.617 2.748 -3.454
C -2.694 -4.637 -1.923
C 1.917 -0.212 -4.764
C -1.945 3.516 2.525
C -0.022 0.179 1.534
H -5.083 -1.506 5.098
H -3.117 4.565 1.115
H 6.559 -1.592 1.986
H 2.853 -5.635 4.816
H 1.882 0.605 -2.808
H 2.681 -4.724 1.481
H 7.214 0.686 1.539
H -6.033 -0.142 3.011
H -3.677 -1.800 -6.206
H -2.123 -0.136 -4.162
H 4.324 -4.446 -3.692
H 1.659 5.059 2.234
H -6.245 -2.658 2.782
H 3.610 -3.435 4.126
H -2.576 -2.340 -4.927
H 4.399 5.217 -0.505
H 6.162 -2.853 -4.068
H 1.571 2.746 -3.395
H 5.249 -0.233 3.459
H -1.680 -4.834 4.149
H -1.933 5.410 -2.363
H -2.627 1.771 3.639
H 2.633 -1.629 -0.953
H 1.242 4.383 4.825
H -1.538 -0.290 -8.055
H 0.220 0.364 -3.592
H -2.706 -0.878 4.482
H -3.491 0.363 -5.109
H 0.092 2.357 4.003
H 0.100 -6.299 -2.763
H -4.019 4.475 4.096
H -3.066 3.478 -5.490
H 5.327 -1.512 0.710
H -3.055 2.816 0.793
H 1.096 -2.516 2.783
H 3.325 3.715 -0.737
H 0.978 -4.541 1.331
H -1.855 -1.022 1.087
H 2.462 -1.060 -4.349
H 2.722 0.683 -6.534
H -2.131 0.400 2.115
H -3.635 3.356 -1.354
H -1.342 3.751 -2.084
H 2.963 -0.179 5.384
H -0.898 -0.061 -1.647
H -2.266 -6.707 -2.199
H 4.157 1.676 2.656
H -3.794 -5.605 5.072
H -4.061 -0.206 -0.753
H 0.809 3.952 -0.409
H 3.951 -1.119 2.690
H 3.355 0.692 1.341
H 2.088 -2.958 4.938
H 1.601 3.418 1.576
H -1.618 -2.306 -7.528
H -2.964 -2.580 -2.263
H 4.305 1.748 6.360
H 2.266 6.620 -0.625
H -4.243 4.636 -2.476
H 6.776 0.355 -0.138
H -5.593 -3.870 5.506
H -2.055 3.084 4.716
H 0.414 -1.251 0.042
H -1.104 2.973 2.093
H -0.252 1.492 -1.087
H 1.966 5.441 -1.863
H 0.281 5.492 0.316
H -0.599 -2.144 -6.114
H 1.303 -0.460 -5.627
H -3.754 -4.763 -1.738
H 1.503 0.124 -0.004
H -1.579 4.506 2.807
H 1.288 -5.071 5.064
H 2.455 -3.724 -2.100
H 3.969 0.594 -5.154
H -5.365 -3.749 0.720
H -4.654 2.770 4.269
H -4.786 1.068 1.185
H -1.958 2.391 -4.720
H 0.470 2.366 -4.784
H 2.754 -2.618 2.190
H -3.353 1.807 -2.956
H -0.531 -2.290 -2.958
H -0.044 -0.134 -7.248
H 4.643 -0.107 -1.408
H 0.193 1.233 1.729
H 3.387 4.029 6.130
H -4.654 2.516 -3.715
H 0.377 -0.407 2.359
```

---

Record 11
# C5H6Cl2

A cluster of 2 separate species, C5H6Cl2 in total (wB97M-V/def2-TZVPD, OMol25).

Values from the calculation:
- Total charge: 0
- Spin multiplicity: 1
- Max |F|: 5.3 eV Å⁻¹
- Gap between HOMO and LUMO: 8.90 eV
- Highest occupied orbital energy: -8.71 eV
- LUMO: 0.19 eV
- Electronic energy: -1114.3075 Ha

The geometry in XYZ format:
```
13
C5H6Cl2 wB97M-V/def2-TZVPD
Cl -3.350 0.671 -0.342
Cl -1.266 -2.006 0.231
C 2.230 -1.002 -0.390
C 1.288 -0.299 -0.961
C -1.562 0.770 -0.200
C -0.715 0.741 1.063
C -0.729 -0.435 0.085
H 2.207 -1.999 0.042
H -1.257 0.553 1.988
H -1.321 1.442 -0.867
H 3.237 -0.657 -0.432
H 1.219 0.694 -1.350
H 0.018 1.526 1.133
```